Record 1
This record from the OMol25 dataset describes a cluster of 2 separate species, C2HO4S in total. The level of theory is wB97M-V/def2-TZVPD.

Calculated values
Spin multiplicity: 1
Kohn-Sham gap (alpha / beta) in eV: 7.951 / 8.008
Energy relative to the best compared isomer or geometry (same formula, charge and spin) in kJ/mol: 552.9
LUMO energy (alpha / beta) in eV: 3.04 / 3.39
E in Ha: -775.81441
Molar mass in g mol⁻¹: 121.1
E_HOMO (alpha / beta) in eV: -4.9 / -4.6
Net charge: -1

Element x y z (Å)
1 C 0.338 0.071 -0.313
2 C 0.507 1.449 -0.632
3 O 0.369 -1.064 -2.738
4 O 0.959 2.453 -0.120
5 O -2.574 -0.119 -1.930
6 O 0.303 1.384 -2.082
7 S -0.234 -0.096 -1.876
8 H 0.180 -0.325 0.670

Let us look at the Mulliken charges, expressed in e, one per atom:
1 C -0.391
2 C 0.432
3 O -0.562
4 O -0.628
5 O -0.637
6 O -0.282
7 S 0.714
8 H 0.354



Record 2
This record from the OMol25 dataset describes a cluster of 13 separate species, H26O13 in total. The level of theory is wB97M-V/def2-TZVPD.

Calculated values
Spin multiplicity: 1
Kohn-Sham gap in eV: 10.738
Energy relative to the best compared isomer or geometry (same formula, charge and spin) in kJ/mol: 265.4
LUMO energy in eV: -0.12
E in Ha: -993.67214
Molar mass in g mol⁻¹: 234.2
E_HOMO in eV: -10.9

Element x y z (Å)
1 O -4.061 17.728 11.322
2 H -4.691 18.034 10.669
3 H -4.323 16.826 11.504
4 O -0.532 14.826 9.156
5 H -0.853 14.412 9.957
6 H 0.022 15.544 9.463
7 O 2.192 17.831 9.149
8 H 2.957 17.295 8.937
9 H 2.553 18.595 9.600
10 O -5.123 14.853 7.531
11 H -5.358 15.770 7.680
12 H -4.597 14.867 6.732
13 O -1.741 20.158 3.241
14 H -2.161 19.912 4.066
15 H -2.436 20.083 2.587
16 O -2.743 14.095 3.778
17 H -1.826 13.822 3.751
18 H -2.951 14.327 2.873
19 O -6.584 18.675 8.109
20 H -7.510 18.817 7.912
21 H -6.143 19.452 7.764
22 O -4.811 22.069 6.878
23 H -5.028 21.720 6.013
24 H -5.470 22.744 7.036
25 O 1.139 17.626 3.044
26 H 0.993 17.027 3.776
27 H 0.360 18.182 3.029
28 O -0.600 22.987 7.187
29 H -1.520 22.729 7.248
30 H -0.561 23.555 6.418
31 O -1.915 18.571 6.640
32 H -1.673 18.503 7.564
33 H -2.265 17.708 6.419
34 O 1.069 14.214 5.599
35 H 0.731 14.367 6.481
36 H 1.845 13.670 5.730
37 O 2.506 20.838 6.633
38 H 2.414 19.914 6.863
39 H 1.664 21.229 6.866

Let us look at the Mulliken charges, expressed in e, one per atom:
1 O -0.641
2 H 0.320
3 H 0.316
4 O -0.619
5 H 0.304
6 H 0.315
7 O -0.640
8 H 0.320
9 H 0.323
10 O -0.637
11 H 0.316
12 H 0.308
13 O -0.631
14 H 0.309
15 H 0.314
16 O -0.630
17 H 0.322
18 H 0.313
19 O -0.613
20 H 0.303
21 H 0.327
22 O -0.637
23 H 0.316
24 H 0.320
25 O -0.639
26 H 0.305
27 H 0.330
28 O -0.623
29 H 0.313
30 H 0.314
31 O -0.593
32 H 0.301
33 H 0.298
34 O -0.621
35 H 0.323
36 H 0.297
37 O -0.637
38 H 0.311
39 H 0.323



Record 3
This record from the OMol25 dataset describes a cluster of 2 separate species, C5H10FNOS in total. The level of theory is wB97M-V/def2-TZVPD.

Calculated values
Spin multiplicity: 1
Kohn-Sham gap in eV: 10.108
Energy relative to the best compared isomer or geometry (same formula, charge and spin) in kJ/mol: 0.0
LUMO energy in eV: 0.62
E in Ha: -824.52322
Molar mass in g mol⁻¹: 151.2
E_HOMO in eV: -9.5

Element x y z (Å)
1 N -1.652 2.363 -3.620
2 C -0.679 1.535 -2.953
3 C -1.286 0.447 -2.063
4 O -2.472 0.296 -1.932
5 S -0.152 -0.632 -1.192
6 H -2.256 2.798 -2.928
7 H -2.264 1.778 -4.182
8 H -0.035 1.051 -3.695
9 H -0.024 2.159 -2.334
10 H 0.984 -0.078 -1.650
11 C 0.387 -0.838 1.814
12 C 1.387 -1.273 2.564
13 C 1.373 -1.642 4.009
14 F 2.615 -1.429 2.019
15 H 0.539 -0.604 0.766
16 H -0.601 -0.710 2.241
17 H 1.679 -2.687 4.136
18 H 0.376 -1.512 4.433
19 H 2.083 -1.021 4.565

Let us look at the Mulliken charges, expressed in e, one per atom:
1 N -0.621
2 C -0.770
3 C 0.769
4 O -0.499
5 S -0.300
6 H 0.261
7 H 0.261
8 H 0.371
9 H 0.379
10 H 0.144
11 C -0.615
12 C 0.724
13 C -0.951
14 F -0.262
15 H 0.067
16 H 0.214
17 H 0.266
18 H 0.292
19 H 0.271



Repeat the third record exactly.
This record from the OMol25 dataset describes a cluster of 2 separate species, C5H10FNOS in total. The level of theory is wB97M-V/def2-TZVPD.

Calculated values
Spin multiplicity: 1
Kohn-Sham gap in eV: 10.108
Energy relative to the best compared isomer or geometry (same formula, charge and spin) in kJ/mol: 0.0
LUMO energy in eV: 0.62
E in Ha: -824.52322
Molar mass in g mol⁻¹: 151.2
E_HOMO in eV: -9.5

Element x y z (Å)
1 N -1.652 2.363 -3.620
2 C -0.679 1.535 -2.953
3 C -1.286 0.447 -2.063
4 O -2.472 0.296 -1.932
5 S -0.152 -0.632 -1.192
6 H -2.256 2.798 -2.928
7 H -2.264 1.778 -4.182
8 H -0.035 1.051 -3.695
9 H -0.024 2.159 -2.334
10 H 0.984 -0.078 -1.650
11 C 0.387 -0.838 1.814
12 C 1.387 -1.273 2.564
13 C 1.373 -1.642 4.009
14 F 2.615 -1.429 2.019
15 H 0.539 -0.604 0.766
16 H -0.601 -0.710 2.241
17 H 1.679 -2.687 4.136
18 H 0.376 -1.512 4.433
19 H 2.083 -1.021 4.565

Let us look at the Mulliken charges, expressed in e, one per atom:
1 N -0.621
2 C -0.770
3 C 0.769
4 O -0.499
5 S -0.300
6 H 0.261
7 H 0.261
8 H 0.371
9 H 0.379
10 H 0.144
11 C -0.615
12 C 0.724
13 C -0.951
14 F -0.262
15 H 0.067
16 H 0.214
17 H 0.266
18 H 0.292
19 H 0.271



- The highest molar mass belongs to which entry?
  H26O13



- molar mass of number 2 (H26O13)?
  234.2 g mol⁻¹



- Number 2 is which compound?
  H26O13